[1]
A structure of composition C24H40CdN6Si3. Source: the OMol25 dataset; level of theory: wB97M-V/def2-TZVPD.

Positions of all 74 atoms, in Å:
Cd: 0.471 -0.149 0.058
C: -0.331 -0.696 3.599
Si: 1.440 -0.584 2.983
C: 2.736 -0.236 4.380
C: 1.941 -2.179 2.137
C: 1.448 0.827 1.750
C: 2.844 0.777 1.200
C: 3.927 1.477 1.748
C: 5.074 1.474 1.024
C: 5.235 0.847 -0.200
C: 4.112 0.146 -0.655
N: 2.972 0.132 0.035
Si: 0.788 2.572 2.307
C: 1.033 2.982 4.106
C: -1.095 2.601 2.151
C: 1.527 4.094 1.312
H: -0.456 -1.446 4.431
H: -1.002 -1.048 2.790
H: -0.632 0.233 4.049
H: 2.545 -0.752 5.335
H: 2.892 0.852 4.460
H: 3.672 -0.652 4.019
H: 2.083 -2.997 2.892
H: 2.902 -2.031 1.586
H: 1.140 -2.444 1.359
H: 3.767 2.035 2.676
H: 5.927 2.046 1.428
H: 6.179 1.044 -0.783
H: 4.122 -0.380 -1.641
H: 0.573 2.287 4.815
H: 0.625 3.993 4.216
H: 2.057 3.165 4.368
H: -1.490 3.585 2.400
H: -1.650 1.793 2.647
H: -1.397 2.512 1.082
H: 2.565 4.234 1.469
H: 0.908 5.064 1.635
H: 1.341 3.898 0.243
C: -4.704 -2.614 -1.719
Si: -3.249 -3.477 -0.980
C: -3.792 -4.279 0.687
C: -2.727 -4.860 -2.112
C: -1.841 -2.373 -0.567
C: -0.947 -1.575 -0.348
H: -5.629 -3.247 -1.593
H: -4.633 -2.338 -2.817
H: -4.993 -1.733 -1.134
H: -4.831 -4.598 0.684
H: -3.746 -3.529 1.523
H: -3.173 -5.124 0.949
H: -3.620 -5.171 -2.663
H: -2.268 -5.630 -1.481
H: -1.899 -4.578 -2.763
N: 0.130 -1.790 -3.122
C: -0.129 -1.721 -4.435
C: 0.410 -0.565 -4.952
C: 1.024 0.007 -3.789
N: 0.836 -0.752 -2.702
H: -0.335 -2.456 -2.412
H: -0.681 -2.482 -4.953
H: 0.384 -0.325 -5.973
H: 1.607 0.933 -3.731
N: -3.912 1.801 -3.182
C: -2.537 1.964 -2.962
C: -1.982 1.313 -1.884
N: -0.736 1.563 -1.557
C: -0.045 2.459 -2.274
C: -0.613 3.106 -3.333
N: -1.899 2.837 -3.745
H: -4.418 1.068 -2.720
H: -4.312 2.258 -3.971
H: -2.445 0.408 -1.416
H: 0.998 2.612 -2.023
H: -0.089 3.813 -3.941

Output
ΔE to the lowest compared entry with this formula, charge and spin	29.86	kcal/mol
Kohn-Sham gap	8.16	eV
highest occupied orbital energy	-7.89	eV
total charge	0
multiplicity	1

[2]
A cluster of 2 separate species, C24H40F7N4O2P in total. Source: the OMol25 dataset; level of theory: wB97M-V/def2-TZVPD.

Positions of all 78 atoms, in Å:
C: 2.011 -2.288 5.528
C: 1.739 -1.596 4.575
C: 1.449 -0.809 3.389
C: 0.542 0.372 3.664
C: -0.666 -0.123 4.510
C: -1.423 -1.212 3.809
O: -1.095 -2.340 3.652
F: -2.609 -0.787 3.361
C: -0.148 0.998 2.398
C: -0.024 0.267 1.065
C: 1.277 0.435 0.293
N: 1.003 0.429 -1.137
C: 0.215 2.531 2.389
N: -0.955 3.158 1.795
C: 0.351 2.730 3.944
C: 0.866 4.160 4.231
F: -0.180 4.933 3.923
F: 1.849 4.524 3.424
C: 1.208 4.521 5.707
F: 0.309 3.983 6.501
F: 1.106 5.836 5.822
F: 2.418 4.192 6.065
N: 1.195 1.577 4.300
F: 1.056 1.437 5.710
P: 3.043 1.855 4.202
C: 3.889 0.610 5.231
C: 3.627 1.818 2.477
H: 2.016 -3.013 6.291
H: 2.409 -0.531 2.963
H: 0.994 -1.488 2.687
H: -0.372 -0.499 5.484
H: -1.344 0.699 4.684
H: -1.217 1.060 2.541
H: -0.270 -0.782 1.181
H: -0.809 0.676 0.438
H: 1.958 -0.379 0.570
H: 1.798 1.358 0.531
H: 1.804 0.094 -1.648
H: 0.190 -0.127 -1.356
H: 1.088 2.773 1.807
H: -0.748 4.116 1.535
H: -1.702 3.222 2.475
H: -0.657 2.733 4.330
H: 4.267 -0.241 4.678
H: 3.198 0.213 5.963
H: 4.680 1.123 5.760
H: 4.709 1.844 2.576
H: 3.387 0.943 1.888
H: 3.349 2.741 1.992
C: -2.302 -3.869 -6.305
C: -2.242 -3.106 -4.958
C: -3.431 -2.149 -4.832
C: -3.313 -0.896 -5.697
C: -1.975 -0.198 -5.463
C: -0.780 -1.133 -5.648
N: -0.942 -2.378 -4.838
O: -0.715 -2.119 -3.596
C: -0.615 -1.459 -7.144
C: 0.510 -0.414 -5.268
C: -2.363 -4.172 -3.874
H: -1.303 -4.076 -6.689
H: -2.791 -4.834 -6.188
H: -2.859 -3.332 -7.073
H: -3.531 -1.837 -3.787
H: -4.348 -2.685 -5.083
H: -3.435 -1.144 -6.754
H: -4.126 -0.210 -5.454
H: -1.877 0.650 -6.142
H: -1.962 0.216 -4.449
H: 0.180 -2.189 -7.299
H: -0.347 -0.556 -7.690
H: -1.519 -1.837 -7.614
H: 0.488 -0.036 -4.246
H: 0.659 0.444 -5.922
H: 1.375 -1.072 -5.374
H: -1.521 -4.866 -3.905
H: -3.277 -4.742 -4.030
H: -2.419 -3.744 -2.874

Output
Kohn-Sham gap (alpha / beta)	6.74 / 7.66	eV
highest occupied orbital energy (alpha / beta)	-10.08 / -10.99	eV
total charge	+1
multiplicity	2

[3]
A structure of composition C24H41DyNP2. Source: the OMol25 dataset; level of theory: wB97M-V/def2-TZVPD.

Positions of all 69 atoms, in Å:
Dy: 1.889 -0.798 2.425
C: -1.326 -0.884 3.624
C: -1.034 -2.030 2.892
C: 0.748 -1.577 4.312
C: -0.205 -0.531 4.400
C: 0.262 -2.470 3.291
C: -2.624 -0.163 3.609
H: -3.062 -0.169 2.603
H: -2.487 0.886 3.896
H: -3.351 -0.627 4.301
C: -0.114 0.622 5.304
H: -1.117 1.044 5.457
H: 0.523 1.407 4.882
H: 0.289 0.343 6.288
C: 2.180 -1.476 4.808
H: 2.200 -1.298 5.899
H: 2.712 -0.507 4.451
H: 2.767 -2.364 4.515
C: 1.088 -3.463 2.579
H: 1.003 -4.450 3.064
H: 2.190 -3.242 2.595
H: 0.734 -3.605 1.548
C: -1.941 -2.756 1.971
H: -2.153 -3.787 2.311
H: -1.511 -2.816 0.959
H: -2.910 -2.236 1.892
C: -0.977 2.267 0.360
C: -2.100 1.530 0.505
C: -2.543 0.288 -0.225
C: -1.667 -0.210 -1.412
C: -0.334 -0.744 -1.262
C: 0.959 -0.141 -1.540
C: 1.224 1.214 -0.732
C: 0.053 2.215 -0.727
H: -3.570 0.451 -0.630
H: -1.698 0.602 -2.174
H: -2.654 -0.523 0.512
H: -0.509 2.116 -1.686
H: -0.680 2.912 1.198
H: -2.880 1.925 1.182
H: 0.506 3.221 -0.715
H: 1.539 1.003 0.316
H: 1.721 -0.878 -1.171
H: 2.112 1.699 -1.185
H: -2.255 -1.057 -1.829
H: -0.268 -1.750 -0.825
P: -0.492 1.733 -3.558
C: -0.670 3.499 -3.863
C: -1.568 0.923 -4.756
P: 1.755 -0.239 -3.229
C: 1.207 1.333 -3.954
C: 1.019 -1.503 -4.294
C: 3.505 -0.237 -3.725
H: 0.222 4.033 -3.519
H: -1.552 3.875 -3.330
H: -0.801 3.624 -4.941
H: -1.379 1.416 -5.713
H: -2.614 1.080 -4.466
H: -1.382 -0.150 -4.845
H: 3.504 0.013 -4.797
H: 3.971 -1.222 -3.591
H: 4.072 0.532 -3.187
H: 1.899 2.127 -3.632
H: 1.276 1.211 -5.041
H: 1.648 -2.401 -4.260
H: 1.031 -1.102 -5.316
H: -0.003 -1.766 -4.004
N: 2.465 2.565 3.246
C: 2.159 1.463 2.939

Output
Kohn-Sham gap (alpha / beta)	5.88 / 5.55	eV
highest occupied orbital energy (alpha / beta)	-9.37 / -9.36	eV
total charge	+1
multiplicity	6

[4]
A structure of composition C24H41F3NdO3P2S. Source: the OMol25 dataset; level of theory: wB97M-V/def2-TZVPD.

Positions of all 75 atoms, in Å:
Nd: 2.110 -0.271 -1.408
C: -0.020 -0.791 0.701
C: 0.262 -2.067 0.145
C: 2.159 -1.334 1.222
C: 1.160 -0.326 1.345
C: 1.602 -2.415 0.475
C: -1.369 -0.186 0.837
H: -2.044 -0.530 0.043
H: -1.328 0.910 0.808
H: -1.835 -0.466 1.799
C: 1.277 0.892 2.176
H: 0.379 1.514 2.090
H: 2.142 1.499 1.881
H: 1.403 0.633 3.239
C: 3.489 -1.310 1.876
H: 3.409 -1.490 2.960
H: 3.982 -0.340 1.743
H: 4.147 -2.083 1.461
C: 2.244 -3.736 0.238
H: 1.768 -4.516 0.854
H: 3.309 -3.711 0.493
H: 2.160 -4.056 -0.809
C: -0.737 -2.926 -0.549
H: -0.287 -3.855 -0.918
H: -1.190 -2.407 -1.410
H: -1.565 -3.199 0.125
C: -3.952 2.149 -2.664
C: -4.411 1.679 -3.835
C: -3.712 1.499 -5.161
C: -2.285 2.080 -5.331
C: -1.268 1.024 -4.864
C: -1.665 0.488 -3.544
C: -1.515 1.439 -2.404
C: -2.549 2.588 -2.328
H: -4.356 1.943 -5.938
H: -2.167 3.032 -4.798
H: -3.695 0.421 -5.397
H: -2.221 3.449 -2.940
H: -4.652 2.289 -1.832
H: -5.472 1.408 -3.887
H: -2.537 2.948 -1.286
H: -1.558 0.846 -1.474
H: -2.462 -0.253 -3.475
H: -0.512 1.912 -2.412
H: -2.126 2.312 -6.399
H: -1.287 0.252 -5.651
P: 0.532 1.463 -4.795
C: 0.805 3.195 -4.487
C: 1.058 1.203 -6.509
P: 0.281 -0.883 -3.096
C: 1.527 0.391 -3.831
C: -0.445 -1.865 -4.497
C: 1.780 -2.187 -3.009
H: 1.274 3.386 -3.515
H: -0.131 3.758 -4.590
H: 1.494 3.541 -5.271
H: 1.592 2.100 -6.848
H: 0.181 1.050 -7.150
H: 1.728 0.337 -6.584
H: 1.929 -2.428 -4.068
H: 1.421 -3.066 -2.461
H: 2.819 -1.921 -2.656
H: 2.120 1.082 -3.154
H: 2.219 -0.143 -4.504
H: -0.360 -2.917 -4.190
H: 0.123 -1.730 -5.429
H: -1.508 -1.659 -4.669
F: 3.514 3.776 0.897
C: 4.221 2.869 0.189
F: 5.466 3.335 -0.025
F: 4.332 1.744 0.959
S: 3.379 2.430 -1.416
O: 1.971 2.090 -0.999
O: 3.530 3.485 -2.356
O: 4.021 1.107 -1.763

Output
ΔE to the lowest compared entry with this formula, charge and spin	38.36	kcal/mol
Kohn-Sham gap (alpha / beta)	6.87 / 6.99	eV
highest occupied orbital energy (alpha / beta)	-9.60 / -9.62	eV
total charge	+1
multiplicity	4

Number 1: largest force on an atom 3.27 eV Å⁻¹, E_tot -2303.2634 Ha. Number 2: largest force on an atom 3.20 eV Å⁻¹, E_tot -2347.9489 Ha. Number 3: largest force on an atom 3.95 eV Å⁻¹, E_tot -2561.1375 Ha. Number 4: largest force on an atom 6.46 eV Å⁻¹, E_tot -3106.4176 Ha.